Record 1
92
Properties=species:S:1:pos:R:3:forces:R:3:lowdin_charge:R:1 method="wB97M-V/def2-TZVPD" homo_ha="-0.3295 / -0.3375" multiplicity=4 total_charge=+1
Re -0.9648 -0.3134 -0.5810 -0.6 0.9 -0.9 1.57
C 0.7917 -6.2622 -2.5055 0.0 0.1 -0.1 -0.03
C 1.0793 -5.3519 -3.7128 0.1 -0.2 -0.1 -0.55
C 2.5791 -5.3964 -4.0395 -0.2 0.1 0.1 -0.04
C 0.2720 -5.8562 -4.9129 0.1 0.1 0.2 -0.05
C 0.6320 -3.9742 -3.2728 -0.2 0.2 0.0 -0.13
C -0.6547 -3.4753 -3.5093 0.3 0.0 0.1 0.04
C -1.0810 -2.3295 -2.8714 -0.5 -0.2 -0.4 -0.07
N -0.3155 -1.6232 -2.0363 0.7 -0.7 -0.8 -0.06
C 0.9827 -1.9902 -1.9443 0.0 -0.3 -0.1 -0.18
C 1.4607 -3.1658 -2.5051 -0.1 0.4 0.1 0.07
C 1.7923 -1.0048 -1.2411 0.4 0.5 0.2 -0.18
C 3.1221 -0.7972 -1.5768 -0.4 -0.2 0.2 0.06
C 3.8234 0.2891 -1.0800 -0.3 0.1 0.2 -0.13
C 3.1374 1.0709 -0.1390 0.2 -0.3 -0.3 0.04
C 1.8176 0.8130 0.1694 -0.3 0.3 0.3 -0.06
N 1.1081 -0.1711 -0.4129 0.6 -0.5 -0.4 -0.06
C 5.1888 0.6755 -1.6112 0.2 0.0 -0.1 -0.55
C 5.0011 1.9983 -2.3734 0.0 -0.1 0.1 -0.03
C 5.7541 -0.3701 -2.5794 -0.2 0.1 0.2 -0.06
C 6.1824 0.8490 -0.4570 -0.2 0.0 -0.1 -0.03
H 1.0494 -7.2895 -2.7469 0.1 -0.1 0.0 0.10
H -0.2661 -6.2190 -2.2522 -0.1 -0.1 0.1 0.09
H 1.3654 -5.9465 -1.6358 0.1 0.0 0.1 0.09
H 2.8376 -6.3738 -4.4402 0.0 -0.1 0.0 0.09
H 3.1899 -5.2484 -3.1517 0.1 0.0 0.1 0.08
H 2.8477 -4.6441 -4.7785 0.0 0.0 -0.1 0.10
H 0.7154 -6.7667 -5.3064 0.1 -0.1 0.0 0.09
H 0.2486 -5.1189 -5.7113 0.0 0.0 -0.2 0.10
H -0.7469 -6.0942 -4.6175 -0.2 0.0 -0.1 0.08
H -1.3383 -3.9775 -4.1724 -0.1 -0.1 0.0 0.12
H -2.0825 -1.9514 -3.0209 0.0 -0.1 0.1 0.12
H 2.4817 -3.4528 -2.3231 0.2 0.0 0.0 0.12
H 3.5655 -1.4652 -2.2924 0.1 -0.1 -0.1 0.11
H 3.6201 1.9121 0.3329 0.0 0.1 0.1 0.13
H 1.2708 1.4500 0.8578 0.0 0.0 -0.1 0.08
H 4.2534 1.8773 -3.1554 0.0 0.0 -0.1 0.10
H 5.9368 2.2994 -2.8367 0.1 0.0 0.0 0.09
H 4.6752 2.7942 -1.7100 0.0 0.1 0.1 0.09
H 5.1146 -0.4935 -3.4509 0.0 -0.1 -0.1 0.09
H 5.8836 -1.3314 -2.0859 0.0 -0.2 0.0 0.09
H 6.7298 -0.0461 -2.9325 0.1 0.0 0.0 0.09
H 5.8655 1.6225 0.2354 0.0 0.1 0.1 0.08
H 7.1578 1.1273 -0.8470 0.1 0.1 0.0 0.09
H 6.2891 -0.0865 0.0885 0.0 -0.1 0.1 0.09
O -0.4061 2.9884 0.0002 0.1 -0.3 -0.5 -0.16
C -0.6147 2.6856 -1.1628 0.3 2.3 0.3 -0.54
O -0.7385 1.5374 -1.6758 -0.4 -3.3 0.0 -0.19
H -0.6882 3.4934 -1.9280 0.0 -0.2 0.2 0.14
C -2.7268 8.1780 5.2135 0.0 0.1 0.0 -0.05
C -2.1946 6.9224 4.6064 0.1 -0.3 -0.1 -0.26
C -3.0584 5.9320 4.1520 0.1 0.2 0.1 -0.01
C -2.5885 4.7637 3.5881 0.2 0.0 -0.1 -0.30
C -3.5565 3.7347 3.1180 -0.2 -0.1 0.0 -0.10
C -1.1962 4.5629 3.4647 0.1 0.0 0.0 -0.51
Se -0.5799 2.9781 2.6616 0.0 0.1 0.8 0.96
C -0.3052 5.5569 3.9204 -0.1 -0.1 -0.1 -0.30
C 1.1807 5.4141 3.8207 0.2 0.0 0.0 -0.09
C -0.8246 6.7116 4.4803 -0.2 0.1 0.0 -0.02
H -3.8134 8.1634 5.2490 0.0 0.1 0.0 0.08
H -2.4074 9.0461 4.6373 0.0 0.1 0.0 0.09
H -2.3451 8.2938 6.2273 0.0 0.1 0.1 0.09
H -4.1255 6.0844 4.2347 -0.1 0.0 0.0 0.12
H -4.5702 4.1248 3.1260 -0.1 0.0 0.0 0.08
H -3.5197 2.8584 3.7647 0.0 -0.1 -0.1 0.07
H -3.3100 3.4129 2.1081 -0.1 -0.1 0.0 0.05
H 1.4666 4.4645 3.3719 0.0 0.1 0.1 0.01
H 1.6286 5.4874 4.8107 0.1 0.0 0.1 0.09
H 1.5933 6.2178 3.2134 0.1 0.1 0.0 0.09
H -0.1461 7.4809 4.8238 0.1 0.1 0.1 0.12
B -4.1638 0.4391 2.2310 -0.5 0.0 0.4 -0.40
C -2.8168 0.6310 1.5426 1.0 0.1 -0.6 -0.17
N -1.8378 0.6020 0.9046 -1.3 0.6 1.3 -0.06
H -4.9327 1.2141 1.7484 -0.2 0.2 -0.2 0.04
H -4.4646 -0.7028 1.9552 0.0 -0.2 -0.1 0.02
H -4.0742 0.5903 3.4122 0.1 0.0 0.2 0.03
C -5.3684 -2.5727 -0.5303 -0.6 0.3 -0.3 0.02
N -4.1130 -2.7749 0.1594 0.4 0.1 -0.2 -0.03
C -4.0076 -3.5693 1.2451 0.6 0.0 0.4 -0.01
C -2.8797 -3.5820 2.0005 -0.1 0.0 -0.1 0.03
C -1.7899 -2.7589 1.6001 0.0 -0.1 0.2 -0.34
N -1.8831 -2.0590 0.4724 0.3 0.5 -0.5 0.06
C -3.0667 -1.9555 -0.1851 -0.3 -1.0 0.9 -0.54
O -3.1599 -1.1258 -1.0892 0.8 1.0 -0.5 -0.01
N -0.6643 -2.6779 2.3120 -0.1 0.1 -0.2 0.21
H -6.0191 -3.4280 -0.3649 0.1 0.0 0.0 0.10
H -5.1810 -2.4423 -1.5965 0.0 -0.1 0.1 0.10
H -5.8388 -1.6621 -0.1502 0.0 -0.1 0.0 0.11
H -4.8669 -4.1776 1.4887 0.0 0.1 0.0 0.15
H -2.8122 -4.1800 2.8920 0.0 -0.1 0.1 0.12
H -0.6106 -3.1058 3.2208 0.1 0.0 0.0 0.13
H 0.0249 -1.9867 2.0506 -0.1 -0.1 0.1 0.11

---

Record 2
14
Properties=species:S:1:pos:R:3:forces:R:3:lowdin_charge:R:1 method="wB97M-V/def2-TZVPD" homo_ha=-0.3100 smiles="O=C1[C@@H]2C=NN[C@H]1C2"
O 1.2602 -1.6782 1.3132 -0.5 0.3 -0.2 0.13
C 0.6362 -0.8177 0.7681 -0.4 0.6 0.2 -0.29
C -0.8985 -0.3527 0.6381 1.5 -0.1 1.1 -0.16
C -1.1762 -0.6826 -0.7702 0.4 -0.7 -2.5 -0.14
N -0.3382 -0.4586 -1.7285 -0.5 -0.2 0.6 0.04
N 0.8127 0.2661 -1.3966 -0.4 0.6 0.0 -0.03
C 0.9885 0.4999 0.0093 1.0 -0.4 2.1 -0.25
C -0.2635 1.0709 0.6726 -1.4 1.2 -0.7 -0.09
H -1.6569 -0.6702 1.3463 0.1 0.0 0.0 0.13
H -2.0454 -1.2706 -1.1065 0.2 0.5 0.5 0.12
H 1.6520 -0.1988 -1.6928 -0.1 -0.3 -0.9 0.12
H 1.9586 0.9905 0.2206 -0.5 -0.4 -0.2 0.16
H -0.1551 1.4654 1.7037 0.3 -0.3 -0.7 0.13
H -0.7745 1.8367 0.0228 0.3 -0.7 0.7 0.14

---

Record 3
25
Properties=species:S:1:pos:R:3:forces:R:3:lowdin_charge:R:1 method="wB97M-V/def2-TZVPD" homo_ha=-0.4575 total_charge=+1
C -2.8171 0.1931 0.2965 0.7 0.9 2.0 -0.26
C 0.4732 -1.2590 -1.8127 -2.8 2.6 1.6 0.07
C 0.6863 1.4474 -0.4478 -2.3 0.3 -0.7 -0.02
C 0.5316 0.3934 1.6159 3.3 2.1 1.9 -0.01
C 2.4247 -0.2058 0.0416 1.6 2.0 0.5 0.00
C -3.0044 -1.0664 0.4054 -3.6 -1.5 1.3 0.00
C 0.0918 -1.0087 -0.3467 1.1 -0.3 0.2 -0.28
N -2.2268 1.2391 0.4840 0.0 1.5 -1.1 0.13
N 1.0436 0.2205 0.2594 -2.8 -2.5 -1.6 -0.28
O -0.6883 -1.4916 0.3985 1.9 0.0 -1.1 0.13
H 0.1918 -0.2363 -2.2317 0.6 -1.5 -0.2 0.12
H -0.2172 -1.9878 -2.1524 -0.4 -0.7 -0.6 0.09
H 1.4731 -1.5056 -1.9796 1.5 -0.3 -0.2 0.07
H -0.4666 1.6447 -0.5325 2.4 -0.8 0.5 0.13
H 1.1435 2.1696 0.1392 0.6 2.0 0.8 0.09
H 1.1062 1.4740 -1.4076 0.7 -0.1 -1.3 0.09
H 0.5487 -0.5126 2.1490 0.5 -1.0 0.8 0.10
H 1.1006 1.2656 2.1484 -0.6 -1.9 -0.9 0.17
H -0.4454 0.7295 1.6014 -1.9 0.5 -0.5 0.04
H 2.7725 -1.0911 0.4664 -0.5 -1.9 0.9 0.11
H 2.9389 -0.1287 -0.9068 -1.3 0.0 -1.0 0.12
H 3.0196 0.5156 0.5367 0.6 1.0 1.1 0.10
H -3.4244 -1.4913 1.3943 1.0 0.7 -1.7 0.14
H -3.4716 -1.3870 -0.4936 0.1 -1.4 -0.8 0.07
H -2.7844 2.0793 0.3747 -0.2 0.2 0.3 0.10

---

Record 4
13
Properties=species:S:1:pos:R:3:forces:R:3:lowdin_charge:R:1 method="wB97M-V/def2-TZVPD" homo_ha=-0.3675 smiles=CC[C@]1(Br)CO1
C -0.1345 0.5617 -1.1308 -2.3 1.8 -0.3 -0.14
C 0.8968 0.1929 -0.0645 3.2 0.5 -1.0 -0.27
C 0.6092 -1.0820 0.6243 -1.6 -1.0 0.2 -0.89
Br 0.7576 -2.7479 -0.4062 0.4 0.3 -0.2 0.71
C -0.4151 -1.2457 1.6766 0.2 -1.3 -1.1 -0.14
O 0.9862 -1.1848 1.9263 0.4 -0.4 1.4 -0.04
H -0.1748 -0.0581 -2.1298 0.4 1.2 2.2 0.11
H -0.1385 1.6747 -1.3072 1.1 -1.0 -0.7 0.08
H -1.1836 0.6559 -0.7181 0.8 -1.2 -0.1 0.08
H 1.3177 0.9313 0.7857 -1.8 -1.1 -2.1 0.18
H 1.8568 0.0188 -0.6890 -1.2 0.2 1.1 0.13
H -1.0521 -0.4782 1.9374 -0.6 2.3 0.8 0.09
H -0.9785 -2.1663 1.8304 0.9 -0.4 -0.2 0.11

---

Record 5
19
Properties=species:S:1:pos:R:3:forces:R:3:lowdin_charge:R:1 method="wB97M-V/def2-TZVPD" homo_ha="-0.2916 / -0.2916"
C -0.8382 2.0075 -0.2419 -0.1 0.0 0.0 -0.15
C 1.8667 0.0496 1.2698 0.0 -0.4 -0.5 -0.06
C 0.7080 0.8224 1.0788 -0.4 -0.1 -0.5 -0.30
N 0.3818 1.2342 -0.1180 0.2 -0.1 0.3 -0.06
H -0.0199 0.8690 1.8997 0.0 0.1 0.0 0.12
H -0.5983 3.0676 -0.1150 0.0 -0.1 0.0 0.08
H -1.2496 1.8842 -1.2443 0.0 0.0 0.0 0.07
H -1.6143 1.7309 0.4854 0.1 0.0 0.0 0.07
H 2.1193 -0.2652 2.2758 -0.1 -0.1 -0.1 0.07
H 1.3970 -1.0754 0.4067 0.1 0.6 0.7 0.08
H 2.7073 0.2392 0.6128 0.0 0.1 0.0 0.08
C -0.1429 -0.8729 -1.1312 1.0 -0.3 0.2 -0.18
C 0.8361 -1.7339 -0.5921 -0.6 0.1 -0.7 -0.09
C -1.4946 -0.9735 -0.7522 -0.8 0.0 0.3 -0.16
C -2.6483 -1.0400 -0.4060 0.5 0.0 -0.1 0.13
H 0.0806 -0.2803 -2.0060 0.0 0.0 0.0 0.11
H 1.7008 -1.9226 -1.2213 0.1 0.1 0.1 0.09
H 0.4726 -2.6260 -0.0900 0.0 0.1 0.2 0.09
H -3.6642 -1.1149 -0.1110 -0.1 0.0 0.0 0.03

---

Record 6
96
Properties=species:S:1:pos:R:3:forces:R:3:lowdin_charge:R:1 method="wB97M-V/def2-TZVPD" homo_ha="-0.1836 / -0.1452" total_charge=-1
Sn 0.0476 0.6689 1.0629 0.1 0.0 0.3 1.12
O -5.2185 5.5121 0.3352 0.1 0.0 0.0 -0.03
N -4.0704 5.9799 0.1748 0.0 0.0 0.0 -0.38
O -3.8722 7.2035 0.0721 0.0 -0.1 0.0 -0.02
C -2.9657 5.1210 0.1150 0.1 0.0 0.0 -0.12
C -1.6975 5.7124 0.0108 0.0 0.0 0.0 0.03
C -0.5436 4.9433 -0.1348 -0.1 0.0 0.1 -0.15
C 0.7544 5.4957 -0.3274 0.0 0.0 0.0 -0.01
C 1.8126 4.6677 -0.5662 0.0 0.0 -0.1 -0.05
C 1.6087 3.2754 -0.6107 0.0 0.0 0.0 -0.17
N 0.4349 2.7272 -0.3459 -0.2 0.0 0.0 -0.02
C -0.6229 3.5290 -0.0989 0.1 0.0 -0.1 -0.19
C -1.9074 2.9105 0.1408 0.0 0.0 -0.1 -0.16
N -1.9160 1.5705 0.2931 0.0 0.1 -0.1 -0.07
C -3.0680 0.9103 0.3374 0.1 0.0 0.1 -0.13
C -4.2784 1.5640 0.2509 -0.1 0.1 0.0 -0.03
C -4.3017 2.9483 0.1998 0.1 -0.1 0.0 0.02
C -3.0962 3.6776 0.1591 -0.2 0.1 0.1 -0.04
H -1.6332 6.7894 0.0230 0.0 0.0 -0.1 0.11
H 0.8713 6.5727 -0.2986 0.0 0.0 0.0 0.12
H 2.8088 5.0571 -0.7315 0.0 0.0 0.0 0.11
H 2.4091 2.6005 -0.8887 0.0 0.0 0.1 0.08
H -2.9760 -0.1586 0.4513 0.0 0.0 0.0 0.07
H -5.1997 0.9972 0.2416 0.0 0.0 0.1 0.11
H -5.2320 3.4875 0.1803 0.0 0.0 0.0 0.10
C -0.0716 -1.3689 0.4120 -0.3 -0.1 0.0 -0.85
Ge -1.0148 -3.1391 0.2985 0.0 0.4 -0.2 0.89
C -0.8226 -3.7259 2.1914 0.0 0.0 -0.1 -0.29
C 0.2838 -4.3066 2.8064 0.0 -0.2 -0.1 -0.14
C 0.3114 -4.4897 4.1842 0.0 0.0 0.0 -0.08
C -0.7576 -4.0843 4.9718 0.0 0.0 0.0 -0.10
C -1.8537 -3.4770 4.3750 0.0 0.0 0.0 -0.10
C -1.8851 -3.3024 2.9970 0.1 -0.1 0.0 -0.12
C -0.3451 -3.6477 -1.5024 -0.1 -0.2 0.0 -0.26
C -1.3127 -3.7062 -2.5117 0.1 0.0 0.0 -0.11
C -0.9558 -3.8982 -3.8432 0.0 0.0 0.1 -0.10
C 0.3793 -4.0265 -4.1940 0.0 0.0 0.1 -0.10
C 1.3520 -3.9489 -3.2054 0.0 0.1 0.0 -0.08
C 0.9949 -3.7576 -1.8777 0.0 0.0 0.0 -0.13
C -2.9542 -3.5411 0.1005 -0.1 0.2 0.0 -0.30
C -4.0627 -2.6986 0.0739 0.1 -0.2 0.0 -0.11
C -5.3560 -3.2070 -0.0070 0.0 0.0 0.0 -0.09
C -5.5642 -4.5759 -0.0687 0.1 0.0 0.0 -0.10
C -4.4701 -5.4331 -0.0553 0.0 0.0 0.0 -0.08
C -3.1853 -4.9194 0.0339 0.1 0.0 0.0 -0.11
H 1.1341 -4.6209 2.2107 0.0 0.0 0.0 0.04
H 1.1835 -4.9425 4.6416 0.0 0.0 0.0 0.10
H -0.7390 -4.2395 6.0441 0.0 0.0 0.0 0.09
H -2.6826 -3.1294 4.9807 0.0 0.0 0.0 0.10
H -2.7521 -2.8302 2.5492 0.0 0.0 0.0 0.09
H -2.3607 -3.5965 -2.2648 0.0 0.0 0.0 0.08
H -1.7284 -3.9371 -4.6027 0.0 0.0 0.0 0.10
H 0.6615 -4.1871 -5.2277 0.0 0.0 0.0 0.10
H 2.4023 -4.0243 -3.4649 0.0 0.0 0.0 0.10
H 1.7748 -3.7151 -1.1307 0.0 -0.1 0.0 0.02
H -3.9347 -1.6294 0.1118 -0.1 0.0 0.0 0.06
H -6.1991 -2.5256 -0.0227 0.0 0.0 0.0 0.10
H -6.5701 -4.9713 -0.1332 0.0 0.0 0.0 0.10
H -4.6206 -6.5042 -0.1153 0.0 0.0 0.0 0.10
H -2.3392 -5.6030 0.0478 -0.1 0.0 0.0 0.11
F 4.6104 -8.6979 -0.2538 0.0 0.0 0.0 0.08
C 4.0174 -7.5246 0.0398 0.0 -0.1 0.0 -0.16
C 2.6423 -7.4032 -0.0158 -0.2 0.0 -0.1 -0.16
F 1.9003 -8.4774 -0.3602 0.0 0.0 0.0 0.08
C 2.0757 -6.1771 0.2828 0.0 0.0 0.1 -0.27
F 0.6960 -6.1339 0.2237 0.1 0.0 0.0 0.01
C 2.7756 -5.0559 0.6356 0.2 -0.3 0.0 -0.03
Se 1.6223 -2.0998 0.9713 0.0 0.3 0.1 0.65
C 4.1245 -5.2449 0.6848 -0.1 0.2 0.0 -0.26
F 4.9505 -4.1799 1.0410 0.1 -0.1 0.0 -0.02
C 4.7764 -6.4281 0.3970 0.3 0.1 0.0 -0.17
F 6.1236 -6.5492 0.4497 0.0 0.0 0.0 0.07
Ge 3.1234 -0.6713 -0.1648 0.0 0.4 0.1 0.74
C 4.1419 -1.3347 -1.6814 -0.1 -0.1 0.0 -0.33
C 5.1440 -2.2976 -1.5541 0.0 0.0 0.0 -0.09
C 5.8855 -2.6816 -2.6629 0.0 0.0 0.0 -0.08
C 5.6289 -2.1166 -3.9065 -0.1 0.0 0.1 -0.09
C 4.6106 -1.1831 -4.0473 0.0 0.0 0.0 -0.10
C 3.8695 -0.7952 -2.9390 0.0 0.0 0.1 -0.13
C 4.2159 0.1126 1.2537 0.0 -0.2 0.1 -0.34
C 5.1639 -0.6719 1.9144 0.0 0.0 0.0 -0.10
C 5.8329 -0.1827 3.0285 0.0 0.0 0.0 -0.08
C 5.5539 1.0922 3.5040 0.0 0.0 0.0 -0.10
C 4.6087 1.8795 2.8604 0.0 0.0 0.0 -0.09
C 3.9440 1.3898 1.7434 0.1 0.0 -0.1 -0.13
H 2.1968 0.4423 -0.7320 0.0 0.0 0.0 -0.04
H 5.3409 -2.7603 -0.5947 0.0 0.0 -0.1 0.08
H 6.6657 -3.4253 -2.5559 0.0 0.0 0.0 0.10
H 6.2201 -2.4095 -4.7654 0.0 0.0 0.0 0.10
H 4.3959 -0.7574 -5.0203 0.0 0.0 0.0 0.10
H 3.0730 -0.0669 -3.0499 0.0 0.0 0.0 0.09
H 5.3639 -1.6844 1.5777 0.0 0.0 0.0 0.09
H 6.5634 -0.8032 3.5327 0.0 0.0 0.0 0.10
H 6.0633 1.4666 4.3838 0.0 0.0 0.0 0.10
H 4.3821 2.8713 3.2327 0.0 0.0 0.0 0.10
H 3.1963 2.0078 1.2578 0.0 0.0 0.0 0.06

---

Taking the records one at a time from the top gives relative energy (zero: lowest compared OMol25 entry of this formula, charge and spin) values of 64.2; 54.1; 122.4; 45.7; 123.4; 0.0 kcal/mol.